<i>
{
  "formula": "C3H7O2S",
  "method": "wB97M-V/def2-TZVPD",
  "species": ["O", "C", "O", "H", "C", "C", "S", "H", "H", "H", "H", "H", "H"],
  "xyz": [[1.413, 1.306, 1.191], [1.856, 0.194, 1.570], [1.611, -0.943, 1.136], [2.572, 0.252, 2.436], [-0.456, -0.460, -1.528], [-1.327, -0.302, -0.288], [-1.589, 1.435, 0.182], [0.481, 0.067, -1.364], [-0.943, -0.069, -2.421], [-0.187, -1.511, -1.649], [-2.306, -0.751, -0.426], [-0.829, -0.806, 0.542], [-0.296, 1.588, 0.620]],
  "mulliken_charge": [-0.68, -0.06, -0.62, 0.39, -0.94, -0.43, -0.36, 0.27, 0.35, 0.26, 0.35, 0.23, 0.24],
  "homo_lumo_gap_ha": 0.3004,
  "homo_energy_ev": -4.512,
  "mol_weight_g_mol": 107.15,
  "charge": -1
}



<ii>
{
  "formula": "C3H7O2S",
  "method": "wB97M-V/def2-TZVPD",
  "species": ["C", "C", "S", "H", "H", "H", "H", "H", "H", "O", "C", "O", "H"],
  "xyz": [[2.372, -0.952, 0.775], [1.003, -0.272, 0.862], [0.589, 1.135, -0.317], [2.922, -0.648, -0.126], [2.250, -2.033, 0.829], [3.017, -0.507, 1.558], [0.270, -1.016, 0.552], [0.790, 0.042, 1.890], [-1.114, 1.409, -0.709], [-2.019, 1.486, -1.426], [-3.053, 0.709, -1.311], [-3.002, -0.433, -0.892], [-4.027, 1.080, -1.685]],
  "mulliken_charge": [-0.87, -0.43, -0.62, 0.26, 0.27, 0.23, 0.21, 0.29, 0.21, -0.47, 0.16, -0.56, 0.31],
  "homo_lumo_gap_ha": 0.2706,
  "homo_energy_ev": -3.226,
  "mol_weight_g_mol": 107.15,
  "charge": -1
}



Top of the stability list: <i>, leading by 0.0307 hartree.



<i>
{
  "formula": "C3H6ClNO",
  "method": "wB97M-V/def2-TZVPD",
  "species": ["C", "C", "C", "N", "O", "Cl", "H", "H", "H", "H", "H", "H"],
  "xyz": [[1.860, -0.838, -0.449], [-1.377, 0.203, -0.421], [-0.479, 0.070, 0.801], [0.911, 0.514, 0.676], [1.314, -1.875, -0.453], [1.127, 1.996, -0.009], [2.873, -0.479, -0.782], [-2.017, 1.148, -0.335], [-0.750, 0.167, -1.297], [-2.192, -0.504, -0.549], [-0.890, 0.469, 1.687], [-0.381, -0.871, 1.130]],
  "mulliken_charge": [0.22, -0.95, -0.58, -0.35, -0.31, -0.12, 0.33, 0.29, 0.30, 0.32, 0.41, 0.43],
  "homo_lumo_gap_ha": [0.3247, 0.3247],
  "homo_energy_ev": [-8.471, -8.471],
  "mol_weight_g_mol": 107.54,
  "charge": 0
}



<ii>
{
  "formula": "C3H6ClNO",
  "method": "wB97M-V/def2-TZVPD",
  "species": ["C", "C", "C", "N", "O", "Cl", "H", "H", "H", "H", "H", "H"],
  "xyz": [[2.681, -0.445, 0.248], [-0.739, 0.356, -0.600], [0.018, 0.874, 0.595], [2.058, -1.408, 0.428], [1.306, 1.218, 0.410], [4.085, 0.254, -0.225], [-0.401, -0.636, -1.011], [-1.912, 0.380, -0.348], [-0.438, 0.948, -1.478], [-0.048, 0.266, 1.528], [-0.619, 1.714, 0.910], [2.254, -2.371, 0.448]],
  "mulliken_charge": [0.49, -0.86, -0.31, -0.24, -0.64, -0.05, 0.22, 0.26, 0.27, 0.27, 0.33, 0.26],
  "homo_lumo_gap_ha": [0.3058, 0.3062],
  "homo_energy_ev": [-8.512, -8.522],
  "mol_weight_g_mol": 107.54,
  "charge": 0
}



Top of the stability list: <i>, leading by 0.0270 hartree.



<i>
{
  "formula": "C5H8BrFO",
  "method": "wB97M-V/def2-TZVPD",
  "species": ["C", "C", "C", "C", "C", "O", "F", "Br", "H", "H", "H", "H", "H", "H", "H", "H"],
  "xyz": [[0.359, -2.265, -0.464], [0.123, -2.719, -1.832], [0.126, 2.234, 1.182], [-0.017, 0.725, 0.914], [0.507, 0.209, -0.310], [0.192, -2.725, 0.609], [1.812, 0.438, -0.369], [-0.327, 0.850, -1.934], [0.795, -3.687, -2.005], [0.415, -1.995, -2.618], [-1.004, -3.090, -1.830], [1.210, 2.352, 1.370], [-0.536, 2.587, 2.018], [-0.233, 3.010, 0.443], [-1.174, 0.609, 1.109], [0.405, 0.047, 1.662]],
  "mulliken_charge": [0.60, -0.80, -1.04, -0.32, 0.15, -0.40, -0.26, -0.20, 0.31, 0.30, 0.24, 0.28, 0.32, 0.30, 0.29, 0.24],
  "homo_lumo_gap_ha": [0.2856, 0.2937],
  "homo_energy_ev": [-7.756, -7.897],
  "mol_weight_g_mol": 183.02,
  "charge": 0
}



<ii>
{
  "formula": "C5H8BrFO",
  "method": "wB97M-V/def2-TZVPD",
  "species": ["C", "C", "C", "C", "C", "O", "F", "Br", "H", "H", "H", "H", "H", "H", "H", "H"],
  "xyz": [[-0.912, 0.430, -1.510], [0.004, 0.583, -0.581], [2.259, -0.587, -0.659], [-1.274, 0.290, 1.514], [1.532, 0.775, -0.915], [-0.048, 0.440, 0.713], [1.750, 1.244, -2.165], [2.269, 2.222, 0.312], [-2.052, 0.192, -1.207], [-0.653, 0.820, -2.521], [3.343, -0.579, -0.785], [1.679, -1.363, -1.352], [2.103, -0.740, 0.347], [-1.468, 1.112, 2.165], [-0.904, -0.531, 2.203], [-2.191, 0.118, 1.050]],
  "mulliken_charge": [-0.90, 0.56, -1.13, -0.77, 0.58, -0.25, -0.27, -0.20, 0.19, 0.30, 0.36, 0.28, 0.39, 0.28, 0.23, 0.36],
  "homo_lumo_gap_ha": 0.3653,
  "homo_energy_ev": -9.207,
  "smiles": "C=C(OC)[C@@](C)(F)Br",
  "mol_weight_g_mol": 183.02,
  "charge": 0
}



Top of the stability list: <ii>, leading by 0.0584 hartree.



<i>
{
  "formula": "C2H12N2O2",
  "method": "wB97M-V/def2-TZVPD",
  "species": ["C", "N", "C", "N", "H", "H", "H", "H", "H", "H", "H", "H", "H", "H", "O", "H", "H", "O"],
  "xyz": [[-1.675, -2.112, -0.565], [-0.144, -2.152, -0.367], [0.418, -0.838, -0.500], [0.000, 0.054, 0.557], [-1.850, -3.169, -0.864], [-2.176, -1.872, 0.328], [-2.062, -1.376, -1.390], [0.057, -2.656, 0.551], [0.463, -0.455, -1.529], [1.564, -0.936, -0.221], [-0.509, 0.778, 0.125], [-0.773, -0.309, 1.259], [3.985, 3.808, -0.958], [5.056, 2.966, -0.300], [4.804, 3.312, -1.133], [-2.635, 2.101, 1.106], [-1.818, 1.389, 2.125], [-2.706, 1.465, 1.777]],
  "mulliken_charge": [-0.75, -0.07, -0.45, -0.43, 0.31, 0.38, 0.32, 0.36, 0.40, 0.29, 0.30, 0.32, 0.32, 0.31, -0.63, 0.32, 0.33, -0.63],
  "homo_lumo_gap_ha": [0.3784, 0.1837],
  "homo_energy_ev": [-13.726, -13.726],
  "spin_multiplicity": 2,
  "mol_weight_g_mol": 96.13,
  "charge": 1
}



<ii>
{
  "formula": "C2H12N2O2",
  "method": "wB97M-V/def2-TZVPD",
  "species": ["C", "C", "N", "N", "H", "H", "H", "H", "H", "H", "H", "H", "H", "H", "O", "H", "H", "O"],
  "xyz": [[-1.108, -0.556, 0.313], [0.297, -0.841, -0.071], [1.169, 0.214, 0.372], [-2.079, -1.717, 0.055], [-1.200, -0.510, 1.440], [-1.283, 0.419, 0.055], [0.530, -1.739, 0.494], [0.407, -0.895, -1.149], [0.840, 0.544, 1.291], [1.214, 1.051, -0.117], [-2.945, -1.445, -0.413], [-1.987, -2.046, 1.052], [-1.324, 2.026, 0.769], [-0.187, 3.036, 1.065], [-0.949, 2.483, 1.517], [2.519, -0.482, -1.790], [3.274, 0.600, -2.296], [2.812, -0.143, -2.588]],
  "mulliken_charge": [-1.00, -0.15, -0.39, -0.36, 0.42, 0.42, 0.26, 0.41, 0.34, 0.27, 0.31, 0.37, 0.35, 0.35, -0.63, 0.31, 0.31, -0.59],
  "homo_lumo_gap_ha": [0.4204, 0.1870],
  "homo_energy_ev": [-14.980, -14.505],
  "spin_multiplicity": 2,
  "mol_weight_g_mol": 96.13,
  "charge": 1
}



Top of the stability list: <i>, leading by 0.0244 hartree.



<i>
{
  "formula": "C21H20O9S",
  "method": "wB97M-V/def2-TZVPD",
  "species": ["O", "S", "O", "O", "C", "C", "C", "H", "H", "H", "H", "H", "H", "H", "H", "C", "C", "C", "O", "C", "C", "C", "O", "H", "H", "H", "H", "C", "C", "C", "O", "C", "C", "C", "O", "H", "H", "H", "H", "C", "C", "C", "O", "C", "C", "C", "O", "H", "H", "H", "H"],
  "xyz": [[24.758, 12.016, 3.326], [25.480, 11.373, 4.385], [26.142, 12.054, 5.449], [24.581, 10.087, 4.949], [24.738, 9.666, 6.302], [26.026, 8.884, 6.387], [26.778, 10.410, 3.494], [23.893, 9.005, 6.495], [24.868, 10.477, 7.018], [26.139, 8.488, 7.396], [26.859, 9.571, 6.242], [26.138, 8.156, 5.584], [27.354, 9.863, 4.240], [27.313, 11.108, 2.849], [26.325, 9.580, 2.953], [14.956, 15.949, 4.751], [14.588, 15.774, 3.435], [13.606, 14.732, 3.103], [13.223, 14.394, 2.012], [13.149, 13.898, 4.226], [13.620, 14.106, 5.499], [14.474, 15.179, 5.865], [14.766, 15.280, 7.043], [15.727, 16.686, 4.922], [15.052, 16.368, 2.662], [12.362, 13.198, 3.989], [13.147, 13.560, 6.301], [13.460, 14.497, -6.244], [13.553, 15.497, -5.313], [14.780, 16.387, -5.162], [14.956, 17.185, -4.290], [15.855, 16.046, -6.110], [15.657, 15.130, -7.094], [14.443, 14.372, -7.343], [14.371, 13.639, -8.343], [12.527, 13.954, -6.262], [12.828, 15.580, -4.517], [16.814, 16.477, -5.860], [16.449, 14.851, -7.773], [22.653, 18.960, -1.194], [21.691, 18.654, -0.262], [20.504, 19.495, -0.189], [19.741, 19.658, 0.746], [20.195, 20.094, -1.399], [21.079, 20.243, -2.433], [22.518, 19.829, -2.279], [23.405, 20.111, -3.056], [23.569, 18.392, -1.116], [21.756, 17.976, 0.576], [19.176, 20.425, -1.533], [20.785, 20.754, -3.338]],
  "mulliken_charge": [-0.59, 1.12, -0.56, -0.35, -0.18, -1.08, -0.91, 0.34, 0.27, 0.37, 0.28, 0.33, 0.29, 0.35, 0.32, -0.25, -0.47, 0.48, -0.53, -0.32, -0.17, 0.25, -0.55, 0.38, 0.42, 0.39, 0.36, -0.41, -0.33, 0.42, -0.52, -0.30, -0.25, 0.41, -0.55, 0.37, 0.39, 0.39, 0.38, -0.14, -0.49, 0.36, -0.54, -0.14, -0.35, 0.26, -0.53, 0.38, 0.38, 0.40, 0.39],
  "homo_lumo_gap_ha": 0.3109,
  "homo_energy_ev": -10.394,
  "smiles": "O=C1C=CC(=O)C=C1.O=C1C=CC(=O)C=C1.O=C1C=CC(=O)C=C1.CCOS(C)(=O)=O",
  "mol_weight_g_mol": 448.45,
  "charge": 0
}



<ii>
{
  "formula": "C21H20O9S",
  "method": "wB97M-V/def2-TZVPD",
  "species": ["O", "S", "O", "O", "C", "C", "C", "H", "H", "H", "H", "H", "H", "H", "H", "C", "C", "C", "O", "C", "C", "C", "O", "H", "H", "H", "H", "C", "C", "C", "O", "C", "C", "C", "O", "H", "H", "H", "H", "C", "C", "C", "O", "C", "C", "C", "O", "H", "H", "H", "H"],
  "xyz": [[2.526, -18.493, 18.510], [1.789, -17.970, 19.623], [2.250, -17.960, 20.973], [1.129, -16.501, 19.193], [0.879, -15.525, 20.202], [-0.371, -15.942, 20.937], [0.235, -18.966, 19.611], [0.696, -14.596, 19.662], [1.642, -15.470, 20.979], [-0.627, -15.178, 21.671], [-0.152, -16.843, 21.510], [-1.180, -16.241, 20.270], [-0.398, -18.600, 20.419], [0.523, -20.017, 19.625], [-0.377, -18.696, 18.750], [7.004, -14.922, 16.691], [6.824, -15.492, 15.450], [6.289, -14.667, 14.359], [6.004, -15.012, 13.239], [5.913, -13.291, 14.717], [6.070, -12.826, 15.999], [6.694, -13.562, 17.040], [6.823, -13.004, 18.115], [7.339, -15.595, 17.467], [7.034, -16.541, 15.304], [5.608, -12.666, 13.890], [5.911, -11.771, 16.171], [5.358, -17.820, 10.126], [6.335, -17.678, 11.075], [6.600, -18.712, 12.162], [7.354, -18.576, 13.079], [5.688, -19.865, 12.090], [4.824, -20.013, 11.051], [4.655, -19.107, 9.928], [3.895, -19.419, 8.997], [5.287, -17.026, 9.398], [6.842, -16.734, 11.208], [5.680, -20.475, 12.982], [4.130, -20.838, 11.007], [5.411, -21.017, 17.366], [5.699, -19.674, 17.365], [6.979, -19.238, 16.824], [7.595, -18.213, 17.051], [7.473, -20.099, 15.858], [7.067, -21.396, 15.701], [6.085, -22.015, 16.659], [5.831, -23.199, 16.719], [4.514, -21.297, 17.898], [5.190, -18.875, 17.883], [8.199, -19.693, 15.168], [7.520, -22.027, 14.950]],
  "mulliken_charge": [-0.56, 1.11, -0.58, -0.35, -0.17, -1.09, -0.95, 0.34, 0.28, 0.37, 0.28, 0.32, 0.31, 0.37, 0.33, -0.29, -0.32, 0.41, -0.49, -0.38, -0.25, 0.15, -0.56, 0.48, 0.47, 0.41, 0.37, -0.48, -0.26, 0.49, -0.50, -0.24, -0.30, 0.33, -0.56, 0.38, 0.36, 0.40, 0.39, -0.22, -0.55, 0.41, -0.54, 0.02, -0.50, 0.20, -0.56, 0.41, 0.48, 0.42, 0.45],
  "homo_lumo_gap_ha": 0.3068,
  "homo_energy_ev": -10.233,
  "smiles": "O=C1C=CC(=O)C=C1.O=C1C=CC(=O)C=C1.O=C1C=CC(=O)C=C1.CCOS(C)(=O)=O",
  "mol_weight_g_mol": 448.45,
  "charge": 0
}



Top of the stability list: <ii>, leading by 0.0168 hartree.